18
Properties=species:S:1:pos:R:3:nbo_charge:R:1 method="wB97M-V/def2-TZVPD" e_tot_ev=-18254.85202 smiles="C/C=C1/SC[C@H]2C[C@@H]12" max_force_ha_per_bohr=0.0646 relative_energy_kcal_mol=31.4
C 2.95 0.22 -0.23 -0.637
C 1.83 -0.67 0.16 -0.225
C 0.56 -0.37 -0.04 -0.148
C -2.06 -0.19 -0.45 -0.488
C -1.35 1.18 -0.38 -0.231
C -0.62 1.59 0.88 -0.412
C 0.13 0.99 -0.27 -0.280
H 3.75 0.29 0.49 0.216
H 2.66 1.26 -0.49 0.207
H 3.42 -0.13 -1.18 0.215
H 2.14 -1.65 0.61 0.206
H -2.95 -0.12 0.20 0.222
H -2.30 -0.49 -1.40 0.213
H -1.72 2.00 -1.00 0.229
H -0.48 2.67 1.04 0.226
H -0.71 0.93 1.74 0.227
H 0.81 1.63 -0.90 0.233
S -0.83 -1.43 0.18 0.225

***

42
Properties=species:S:1:pos:R:3:nbo_charge:R:1 method="wB97M-V/def2-TZVPD" e_tot_ev=-42978.05086 smiles="COc1cc(OC)cc(-c2nnc(SCc3cccc(C(=O)O)c3)o2)c1" max_force_ha_per_bohr=0.0337 relative_energy_kcal_mol=40.2
C 4.74 2.92 -1.80 -0.253
H 4.46 3.50 -0.91 0.177
O 5.22 1.64 -1.45 -0.489
C 4.40 0.79 -0.78 0.331
C 4.94 -0.45 -0.47 -0.290
C 4.19 -1.41 0.22 0.334
C 2.88 -1.12 0.59 -0.328
C 2.35 0.13 0.27 0.003
C 3.09 1.09 -0.41 -0.332
H 2.63 2.04 -0.64 0.228
C 0.99 0.41 0.67 0.430
N 0.17 -0.37 1.30 -0.279
N -0.98 0.30 1.49 -0.344
C -0.81 1.47 0.96 0.287
S -1.92 2.78 0.92 0.288
C -3.39 1.92 1.62 -0.515
C -4.09 1.13 0.57 -0.073
C -3.88 -0.24 0.48 -0.175
C -4.52 -0.97 -0.52 -0.111
C -5.35 -0.33 -1.44 -0.178
C -5.55 1.04 -1.34 -0.215
C -4.92 1.76 -0.35 -0.169
H -5.07 2.83 -0.28 0.209
H -6.20 1.54 -2.05 0.218
H -5.83 -0.92 -2.21 0.238
C -4.32 -2.43 -0.66 0.767
O -4.77 -3.10 -1.56 -0.594
O -3.60 -2.96 0.33 -0.680
H -3.49 -3.92 0.19 0.502
H -3.22 -0.74 1.17 0.254
H -4.01 2.73 2.01 0.238
H -3.02 1.30 2.43 0.260
O 0.42 1.62 0.42 -0.415
H 2.26 -1.82 1.12 0.244
O 4.83 -2.58 0.47 -0.488
C 4.12 -3.59 1.16 -0.254
H 3.24 -3.91 0.60 0.180
H 4.82 -4.42 1.25 0.201
H 3.82 -3.25 2.16 0.180
H 5.95 -0.67 -0.75 0.234
H 5.56 3.41 -2.32 0.202
H 3.87 2.85 -2.47 0.178

***

7
Properties=species:S:1:pos:R:3:nbo_charge:R:1 method="wB97M-V/def2-TZVPD" charge=-1 e_tot_ev=-21243.14850 max_force_ha_per_bohr=0.1387
C 2.24 -0.18 -0.05 -0.442
C 0.91 -0.16 0.01 -0.448
Al -1.17 -0.18 0.02 1.140
Cl -1.77 2.04 0.00 -0.651
H 3.30 0.27 -0.05 0.226
H -1.76 -0.90 -1.26 -0.413
H -1.75 -0.89 1.34 -0.413

***

20
Properties=species:S:1:pos:R:3:nbo_charge:R:1 method="wB97M-V/def2-TZVPD" e_tot_ev=-12996.80154 smiles="NC(=O)C(=O)O.CCC" max_force_ha_per_bohr=0.0142 relative_energy_kcal_mol=1.2
C -1.16 0.61 0.10 -0.400
C -2.33 1.37 0.71 -0.601
C -1.61 -0.71 -0.51 -0.604
H -0.70 1.23 -0.67 0.190
H -0.41 0.42 0.88 0.200
H -3.08 1.59 -0.04 0.199
H -2.37 -0.55 -1.27 0.200
H -0.77 -1.22 -0.97 0.203
H -2.80 0.78 1.50 0.202
H -2.00 2.31 1.15 0.207
H -2.02 -1.36 0.26 0.202
C 2.25 0.35 -0.29 0.701
C 2.06 -0.99 0.44 0.556
N 1.96 -2.00 -0.45 -0.799
O 2.36 1.37 0.53 -0.640
O 2.29 0.44 -1.49 -0.591
O 2.01 -1.10 1.64 -0.561
H 2.47 2.21 0.05 0.504
H 1.84 -2.95 -0.14 0.410
H 2.02 -1.79 -1.43 0.421

***

46
Properties=species:S:1:pos:R:3:nbo_charge:R:1 method="wB97M-V/def2-TZVPD" e_tot_ev=-27122.37769 max_force_ha_per_bohr=0.3481 relative_energy_kcal_mol=482.1
O 1.49 0.39 1.23 -0.652
C 0.60 0.28 0.41 0.697
N -0.54 -0.34 0.73 -0.439
C -1.62 -0.46 -0.35 -0.186
H -2.52 -0.22 -0.05 0.195
C -1.76 -1.82 -0.78 -0.210
N -2.00 -2.49 0.41 -0.411
C -2.92 -3.44 0.67 0.614
O -3.75 -3.52 -0.21 -0.630
C -3.26 -4.05 1.99 0.102
C -3.09 -3.42 3.45 -0.224
C -3.47 -4.53 4.16 -0.345
C -3.92 -5.71 3.14 0.192
O -3.65 -5.26 2.15 -0.284
H -4.15 -6.68 3.48 0.200
H -3.81 -4.37 5.19 0.213
H -3.07 -2.51 3.48 0.186
C -0.86 -2.40 1.41 -0.263
H 0.17 -2.91 1.08 0.207
C -0.72 -0.89 1.87 -0.205
H -1.50 -0.69 2.27 0.164
H 0.20 -0.62 2.52 0.254
H -0.94 -3.03 2.45 0.233
H -0.86 -2.05 -1.15 0.176
H -2.34 -2.22 -1.26 0.214
H -1.48 0.12 -1.19 0.212
C 0.74 1.09 -1.13 -0.457
C 2.27 1.76 -0.92 -0.299
C 2.35 2.66 -2.42 -0.223
C 1.55 3.89 -2.43 -0.388
H 1.59 4.14 -3.39 0.190
C 2.64 4.80 -1.77 -0.411
H 2.20 5.00 -0.62 0.209
H 2.49 5.83 -2.32 0.214
C 3.95 4.27 -1.80 -0.421
H 4.33 4.02 -0.52 0.150
H 4.80 4.81 -2.18 0.237
C 3.67 3.17 -2.48 -0.381
H 4.03 3.25 -3.59 0.212
H 4.62 2.38 -2.18 0.192
H 0.46 3.85 -1.97 0.207
H 2.03 2.15 -3.13 0.182
H 2.98 1.11 -1.03 0.195
H 2.26 2.52 -0.36 0.184
H 0.86 0.43 -1.79 0.184
H -0.08 1.73 -1.05 0.211

***

66
Properties=species:S:1:pos:R:3:nbo_charge:R:1 method="wB97M-V/def2-TZVPD" charge=+2 e_tot_ev=-77872.40687 max_force_ha_per_bohr=0.0370
C 2.79 2.57 3.38 -0.626
C 3.48 1.83 2.26 -0.070
O 3.76 2.77 1.20 -0.553
C 4.21 2.18 0.05 0.810
O 5.24 1.59 -0.02 -0.529
C 3.25 2.35 -1.11 -0.506
C 2.16 1.26 -1.06 -0.404
C 0.91 1.80 -0.37 -0.421
C -0.14 0.74 -0.05 0.165
C -1.28 1.37 0.83 0.956
F -1.37 2.70 0.65 -0.314
F -1.05 1.16 2.13 -0.301
F -2.49 0.84 0.55 -0.330
O 0.48 -0.23 0.75 -0.732
P -0.27 -1.79 0.71 1.662
C 1.20 -2.62 -0.12 -0.727
C 1.61 -3.99 0.42 -0.247
N 1.38 -5.05 -0.57 -0.813
O 0.31 -2.15 2.31 -0.733
N 1.53 -1.54 2.80 0.425
O 1.92 -2.16 3.69 -0.194
C -1.46 -3.32 0.88 -0.372
I -2.19 -3.61 2.87 0.226
C -1.92 -4.16 -0.05 -0.236
C -2.86 -5.32 0.23 -0.660
I -1.41 -4.06 -2.05 0.472
O -1.14 -1.28 -0.69 -0.711
C -0.60 -0.13 -1.25 0.057
C -1.39 0.39 -2.45 -0.094
O -2.64 1.00 -2.19 -0.417
C -2.78 2.32 -2.04 0.444
C -3.98 2.73 -1.38 -0.214
C -4.23 4.07 -1.20 -0.193
C -3.32 5.02 -1.68 -0.098
C -2.14 4.62 -2.35 -0.163
C -1.87 3.28 -2.53 -0.297
H 1.75 2.77 3.15 0.201
H 3.29 3.51 3.58 0.236
H 2.82 1.95 4.28 0.223
H 2.85 1.02 1.88 0.160
H 4.41 1.37 2.60 0.199
H 2.78 3.33 -1.02 0.226
H 3.80 2.33 -2.04 0.245
H 1.96 0.95 -2.09 0.207
H 2.56 0.41 -0.51 0.223
H 1.20 2.23 0.58 0.254
H 0.49 2.61 -0.97 0.232
H -1.45 -1.20 1.38 0.187
H 1.99 -1.89 0.08 0.263
H 1.08 -2.65 -1.20 0.243
H 2.68 -3.93 0.65 0.224
H 1.12 -4.25 1.35 0.210
H 1.10 -5.91 -0.14 0.373
H 2.19 -5.22 -1.15 0.387
H -3.02 -5.93 -0.64 0.264
H -2.41 -5.96 1.00 0.151
H -3.80 -4.91 0.60 0.247
H 0.37 -0.39 -1.72 0.229
H -0.74 1.02 -3.06 0.203
H -1.64 -0.49 -3.05 0.229
H -4.67 1.98 -1.03 0.246
H -5.12 4.40 -0.69 0.247
H -3.53 6.08 -1.54 0.242
H -1.46 5.37 -2.71 0.243
H -0.98 2.99 -3.07 0.230
Tl -3.30 -6.77 2.94 0.914

***

18
Properties=species:S:1:pos:R:3:nbo_charge:R:1 method="wB97M-V/def2-TZVPD" charge=+1 e_tot_ev=-9804.45120 max_force_ha_per_bohr=0.0813 relative_energy_kcal_mol=168.3
C -1.04 0.63 -0.01 0.329
C 0.18 1.54 -0.17 -0.468
C 1.84 -0.20 0.82 -0.221
C 1.52 0.83 -0.24 -0.069
C -1.44 -1.77 0.00 -0.487
N -2.01 1.38 0.21 -0.533
N -0.97 -0.60 -0.51 -0.101
N 1.32 -0.60 -0.41 -0.339
H 0.10 2.35 -0.93 0.277
H 0.08 2.23 0.68 0.276
H 2.89 -0.32 0.94 0.250
H 1.11 -0.36 1.54 0.230
H 2.37 1.24 -0.76 0.254
H -2.26 -1.57 0.59 0.238
H -1.53 -2.33 -0.98 0.263
H -0.68 -2.41 0.39 0.283
H -2.96 1.07 0.11 0.368
H 1.46 -1.12 -1.27 0.448

***

63
Properties=species:S:1:pos:R:3:nbo_charge:R:1 method="wB97M-V/def2-TZVPD" e_tot_ev=-50897.63224 spin_multiplicity=2 max_force_ha_per_bohr=0.0118 relative_energy_kcal_mol=0.0
Pd -0.47 0.04 0.15 0.752
C 1.74 -1.27 -2.48 -0.627
C 2.56 -1.54 -1.24 -0.046
C 3.43 -2.62 -1.18 -0.211
C 4.19 -2.86 -0.05 -0.217
C 4.08 -2.02 1.04 -0.210
C 3.22 -0.93 1.02 -0.040
C 3.07 -0.03 2.21 -0.634
C 2.47 -0.69 -0.14 0.205
N 1.53 0.37 -0.16 -0.601
C 1.87 1.65 -0.35 0.191
C 3.28 2.08 -0.60 -0.675
C 0.78 2.56 -0.32 0.184
C 0.96 4.03 -0.53 -0.666
N -0.43 2.03 -0.11 -0.549
C -1.57 2.89 -0.08 0.217
C -1.90 3.57 1.09 -0.027
C -1.11 3.39 2.36 -0.644
C -3.03 4.39 1.08 -0.221
C -3.80 4.53 -0.06 -0.191
C -3.46 3.83 -1.21 -0.224
C -2.34 3.01 -1.24 -0.034
C -1.97 2.25 -2.48 -0.632
H 1.84 -2.08 -3.19 0.213
H 2.05 -0.34 -2.96 0.220
H 0.68 -1.16 -2.23 0.224
H 3.50 -3.28 -2.04 0.206
H 4.86 -3.71 -0.02 0.211
H 4.66 -2.21 1.94 0.207
H 3.53 -0.48 3.09 0.215
H 2.01 0.16 2.43 0.227
H 3.53 0.95 2.05 0.215
H 3.94 1.22 -0.66 0.236
H 3.65 2.74 0.19 0.225
H 3.37 2.63 -1.54 0.226
H 1.96 4.26 -0.89 0.222
H 0.79 4.59 0.39 0.227
H 0.24 4.40 -1.26 0.232
H -0.46 2.53 2.30 0.228
H -1.79 3.26 3.20 0.224
H -0.50 4.27 2.57 0.214
H -3.30 4.91 1.99 0.207
H -4.68 5.16 -0.05 0.210
H -4.07 3.93 -2.10 0.207
H -2.75 2.34 -3.24 0.214
H -1.82 1.19 -2.27 0.226
H -1.04 2.62 -2.91 0.215
S -3.63 0.60 1.08 0.016
C -2.38 -0.29 0.67 -0.129
O -2.63 -1.72 0.69 -0.523
C -1.57 -2.48 0.50 0.807
O -0.44 -2.00 0.34 -0.603
C -1.82 -3.93 0.50 -0.113
C -0.75 -4.79 0.27 -0.175
C -0.96 -6.16 0.25 -0.216
C -2.23 -6.66 0.46 -0.174
C -3.30 -5.81 0.69 -0.220
C -3.10 -4.44 0.71 -0.164
H 0.24 -4.37 0.11 0.242
H -0.13 -6.83 0.08 0.221
H -2.39 -7.73 0.45 0.218
H -4.29 -6.21 0.85 0.221
H -3.92 -3.76 0.88 0.239